The following is a quantum chemistry calculation of a molecular structure, C23H25BClN8O7PTi at a distorted geometry, from the OMol25 dataset.

XYZ file:
```
67
Properties=species:S:1:pos:R:3
Ti -0.13 0.33 0.87
Cl -0.54 -1.51 6.32
P -2.25 -1.56 0.24
O -2.15 -2.34 -1.18
O -1.99 0.03 -0.23
O 0.41 -1.37 0.29
O 0.41 -4.24 5.34
O 0.72 -3.51 0.90
O 0.84 -4.71 3.22
O -3.89 -1.47 0.24
N -1.07 1.95 1.54
N 0.42 1.39 -0.74
N 0.73 2.68 -0.57
N 1.62 0.96 1.59
N -0.43 3.13 1.54
N -0.62 -0.39 3.92
N 1.91 2.26 1.52
N -0.37 -0.61 2.61
C 0.43 1.15 -2.05
C 0.18 3.03 5.02
C 0.45 -3.90 4.19
C -2.46 3.53 2.29
C -0.36 -1.52 4.64
C -4.77 -2.37 -0.40
C 0.05 -1.90 2.50
C -0.78 0.91 4.45
C 0.93 3.26 -1.76
C -2.66 0.54 -1.38
C -1.00 -3.00 -1.69
C -1.05 3.47 5.48
C 3.74 1.24 2.23
C 0.32 1.76 4.50
C 0.43 -2.32 1.17
C 0.06 -2.52 3.78
C 2.71 0.32 2.03
C 3.19 2.46 1.89
C -1.24 4.09 1.99
C -2.30 2.17 1.99
C -2.01 1.33 4.94
C 0.74 2.32 -2.75
C -2.14 2.61 5.44
B 0.94 3.24 0.85
H -5.75 -2.22 0.05
H -0.50 -3.61 -0.93
H 3.62 3.44 1.89
H 0.25 0.16 -2.43
H -3.01 1.36 2.08
H -1.16 4.47 5.86
H 1.29 1.41 4.16
H 4.73 1.05 2.57
H -3.33 4.01 2.67
H -0.90 5.11 2.08
H 1.17 4.30 -1.82
H -3.74 0.42 -1.26
H 1.04 3.68 5.08
H 2.71 -0.74 2.18
H 1.34 4.35 0.84
H -4.82 -2.16 -1.47
H 0.81 -4.31 2.29
H -4.45 -3.41 -0.26
H -2.85 0.66 4.91
H -0.28 -2.27 -2.07
H -2.35 0.01 -2.29
H -3.10 2.94 5.81
H -2.42 1.60 -1.48
H -1.36 -3.64 -2.50
H 0.83 2.45 -3.80
```

Summary:
relative energy (zero: lowest compared OMol25 entry of this formula, charge and spin) = 35.5 kcal per mole
energy = -96117.7112 eV
multiplicity = 3

The molecule's natural (NBO) atomic charges, reported in e, are given here: 1.275, 0.106, 1.716, -0.848, -0.832, -0.773, -0.594, -0.687, -0.686, -0.848, -0.382, -0.362, -0.299, -0.361, -0.305, -0.252, -0.298, -0.353, -0.015, -0.196, 0.780, -0.332, 0.175, -0.240, 0.041, 0.203, -0.002, -0.257, -0.249, -0.200, -0.332, -0.222, 0.717, -0.272, 0.010, 0.003, 0.000, -0.004, -0.210, -0.337, -0.208, 0.533, 0.190, 0.224, 0.228, 0.220, 0.228, 0.217, 0.231, 0.238, 0.232, 0.224, 0.224, 0.205, 0.217, 0.235, -0.022, 0.178, 0.513, 0.183, 0.227, 0.176, 0.195, 0.218, 0.204, 0.184, 0.233

***

The following is a quantum chemistry calculation of a molecular structure, C23H25Br2N2 at a distorted geometry, from the OMol25 dataset.

XYZ file:
```
52
Properties=species:S:1:pos:R:3
Br 5.23 -4.23 4.90
Br -6.16 1.66 2.79
N -1.11 -1.11 -1.94
N -0.05 0.62 -2.68
C 4.13 -3.21 3.77
C -2.16 0.55 2.66
C -0.31 -0.20 -3.77
C 1.59 -0.94 1.22
C -4.41 1.33 2.20
C 3.82 -1.86 1.78
C 2.76 -3.11 4.06
C -1.87 -2.00 -1.09
C -0.14 2.73 -1.49
C 0.48 2.00 -2.67
C 1.92 -2.39 3.22
C -1.82 0.64 1.27
C -4.07 1.52 0.85
C -0.42 -0.03 -1.58
C -1.01 -1.26 -3.32
C 0.12 2.65 -3.99
C 2.43 -1.73 2.06
C 0.28 -0.60 1.56
C 4.65 -2.59 2.62
C -0.58 0.15 0.80
C -2.80 1.16 0.39
C -3.44 0.86 3.10
C 2.00 1.96 -2.50
H 2.35 -3.58 4.94
H 0.15 2.31 -0.53
H -0.03 0.05 -4.78
H 2.40 2.98 -2.54
H 2.46 1.38 -3.32
H -1.24 2.72 -1.57
H 0.86 -2.34 3.45
H -4.80 1.92 0.16
H -1.42 0.22 3.38
H 0.18 3.78 -1.52
H -3.70 0.73 4.15
H 2.02 -0.55 0.29
H 0.63 2.18 -4.84
H 0.44 3.70 -3.96
H -1.22 -2.72 -0.58
H -2.57 -2.54 -1.74
H 2.27 1.51 -1.54
H 5.71 -2.68 2.41
H -2.44 -1.45 -0.33
H -1.46 -2.09 -3.82
H 4.23 -1.37 0.90
H -0.10 -1.00 2.50
H -0.97 2.63 -4.16
H -0.21 0.36 -0.51
H -2.57 1.26 -0.68
```

Summary:
relative energy (zero: lowest compared OMol25 entry of this formula, charge and spin) = 32.2 kcal per mole
energy = -167311.9725 eV
total charge = +1

The molecule's natural (NBO) atomic charges, reported in e, are given here: 0.140, 0.131, -0.327, -0.326, -0.043, -0.145, -0.066, 0.027, -0.051, -0.144, -0.231, -0.411, -0.623, 0.135, -0.151, -0.097, -0.240, 0.182, -0.063, -0.622, -0.074, -0.346, -0.245, -0.076, -0.167, -0.247, -0.611, 0.242, 0.228, 0.244, 0.231, 0.220, 0.216, 0.222, 0.238, 0.217, 0.236, 0.241, 0.212, 0.218, 0.237, 0.222, 0.229, 0.209, 0.245, 0.233, 0.241, 0.225, 0.162, 0.225, 0.282, 0.217

***

The following is a quantum chemistry calculation of a molecular structure, C23H25MnNO3S, from the OMol25 dataset.

XYZ file:
```
54
Properties=species:S:1:pos:R:3
Mn 0.56 0.48 0.12
S 2.39 -0.79 -0.47
O 1.85 2.14 0.61
O 0.19 -7.24 -0.16
O -1.68 -6.07 -0.39
N -1.26 1.31 -0.69
C -1.80 2.49 0.00
C 0.76 6.10 0.03
C -1.97 -0.89 0.24
C -0.10 -3.86 -1.33
C -1.33 -2.95 1.98
C 0.56 -2.65 -1.39
C 0.97 4.18 1.48
C -0.33 -6.17 -0.34
C 0.41 -4.89 -0.54
C 2.25 -3.48 0.08
C -2.90 -1.90 0.49
C -0.41 -1.95 1.71
C 1.52 3.48 0.43
C -2.30 0.23 -0.71
C 3.22 1.92 1.03
C 1.73 4.07 -0.81
C -2.58 -2.93 1.35
C 1.62 -4.71 0.12
C -0.89 1.68 -2.07
C 0.58 5.50 1.27
C 1.70 -2.41 -0.63
C 1.34 5.38 -1.01
C -0.70 -0.90 0.82
H -3.87 -1.87 0.01
H -2.71 2.84 -0.50
H 2.02 -5.53 0.70
H -1.01 -4.00 -1.90
H 0.15 -1.85 -1.99
H -0.13 2.46 -2.04
H -2.38 -0.15 -1.74
H 1.49 5.85 -1.97
H 2.20 3.49 -1.60
H 0.45 7.12 -0.12
H 0.57 -2.00 2.17
H -2.04 2.23 1.03
H -0.48 0.81 -2.59
H -1.75 2.06 -2.63
H -3.31 -3.71 1.56
H -3.27 0.67 -0.47
H -1.07 3.29 -0.01
H 3.85 1.75 0.15
H 3.16 -3.32 0.65
H -1.93 -5.14 -0.36
H 0.82 3.69 2.43
H 3.23 1.04 1.66
H -1.08 -3.75 2.66
H 3.57 2.79 1.58
H 0.13 6.06 2.08
```

Summary:
relative energy (zero: lowest compared OMol25 entry of this formula, charge and spin) = 0.0 kcal per mole
energy = -74043.8010 eV
multiplicity = 4

The molecule's natural (NBO) atomic charges, reported in e, are given here: 1.032, -0.389, -0.626, -0.568, -0.679, -0.486, -0.417, -0.221, 0.007, -0.146, -0.228, -0.248, -0.288, 0.778, -0.222, -0.243, -0.250, -0.214, 0.355, -0.263, -0.249, -0.289, -0.242, -0.148, -0.422, -0.182, -0.106, -0.192, -0.420, 0.201, 0.186, 0.231, 0.205, 0.205, 0.208, 0.205, 0.223, 0.235, 0.222, 0.205, 0.216, 0.215, 0.191, 0.213, 0.199, 0.210, 0.202, 0.221, 0.490, 0.233, 0.219, 0.214, 0.191, 0.222

***

The following is a quantum chemistry calculation of a molecular structure, C23H25MnO at a distorted geometry, from the OMol25 dataset.

XYZ file:
```
50
Properties=species:S:1:pos:R:3
Mn 0.15 0.79 0.09
O 0.63 -2.34 -0.64
C -0.27 0.17 -4.86
C -1.02 2.69 -0.17
C 2.22 0.05 0.09
C -1.26 1.90 1.01
C 0.28 -0.95 -4.21
C 0.61 -2.17 -1.88
C -1.40 -1.39 4.61
C -0.12 -1.30 2.53
C 0.58 1.38 -4.79
C 2.14 0.80 -1.13
C -1.90 0.66 0.57
C 1.80 2.14 -0.79
C 0.91 -2.27 4.47
C -1.36 -1.54 5.99
C -1.49 1.98 -1.30
C -1.99 0.72 -0.86
C 1.85 0.92 1.17
C -0.30 -0.51 1.58
C 1.59 2.22 0.61
C 0.92 -2.41 5.85
C -0.24 -1.73 3.87
C -0.20 -2.05 6.61
C -1.75 0.20 -4.79
H 1.86 0.68 2.23
H -2.51 -0.03 -1.47
H -1.88 1.03 -4.07
H -1.93 -0.85 -4.27
H 1.77 -2.52 3.84
H -1.09 2.20 2.03
H 1.71 -2.22 -2.44
H 0.67 2.09 -5.64
H 1.45 -0.96 -4.20
H -1.53 2.38 -2.31
H -2.26 -0.97 4.10
H 0.08 1.82 -3.88
H 1.77 3.00 -1.49
H 1.39 3.11 1.21
H -2.42 -0.04 1.23
H -0.66 3.72 -0.16
H 1.61 0.90 -4.52
H 1.82 -2.81 6.33
H -0.18 -2.17 7.69
H -2.41 0.25 -5.70
H -0.37 -1.90 -4.35
H -0.15 -2.94 -2.50
H -2.23 -1.27 6.58
H 2.45 0.47 -2.12
H 2.66 -0.95 0.24
```

Summary:
energy = -57612.2838 eV
total charge = -2
multiplicity = 5

The molecule's natural (NBO) atomic charges, reported in e, are given here: 0.547, -0.692, -0.130, -0.276, -0.244, -0.391, -0.430, -0.040, -0.217, -0.344, -0.648, -0.366, -0.264, -0.305, -0.218, -0.222, -0.324, -0.359, -0.348, 0.030, -0.373, -0.219, -0.029, -0.301, -0.647, 0.230, 0.225, 0.206, 0.225, 0.220, 0.215, 0.019, 0.183, 0.184, 0.202, 0.213, 0.219, 0.207, 0.209, 0.242, 0.197, 0.215, 0.188, 0.185, 0.180, 0.185, 0.015, 0.188, 0.224, 0.237

***

The following is a quantum chemistry calculation of 3 unconnected molecules or ions with the total composition C23H25N2O12S2 at a distorted geometry, from the OMol25 dataset.

XYZ file:
```
64
Properties=species:S:1:pos:R:3
S -3.12 -1.98 -0.59
S -4.33 -0.41 1.54
O -5.57 -1.34 1.58
O 7.47 0.97 -3.11
O -3.26 -3.51 -0.21
O 4.36 -1.58 3.22
O 5.89 -1.32 0.72
O -0.28 -1.11 2.47
O -0.01 1.42 3.51
O 4.62 0.91 4.33
O -4.40 -1.39 -1.23
O -4.05 -0.01 3.04
O 5.90 3.18 -2.65
O 4.26 0.85 1.12
N -2.86 -1.15 0.95
N -1.77 -1.88 -1.69
C -5.30 -3.72 -3.29
C 5.00 0.90 0.15
C 0.95 -0.64 2.91
C -2.81 -2.74 -3.99
C 1.01 0.73 3.46
C 2.04 -1.41 2.82
C -2.18 -1.48 -3.09
C 5.85 2.09 -1.80
C 5.04 2.07 -0.74
C 3.34 -0.91 3.29
C -1.99 1.75 -0.24
C -4.43 -2.65 -4.19
C -1.63 3.93 2.23
C -0.54 2.51 -0.08
C 6.72 -0.22 -1.21
C -3.10 3.16 2.07
C 6.74 0.93 -2.12
C -3.21 2.09 0.83
C 5.91 -0.24 -0.15
C -0.39 3.58 1.17
C -4.64 1.24 0.65
C 3.40 0.46 3.88
C 2.31 1.22 3.95
H -0.91 -0.37 2.63
H 2.01 -2.41 2.42
H 5.25 0.17 4.17
H -4.94 1.10 -0.48
H -1.50 4.70 3.13
H -5.54 1.84 1.17
H 5.22 -1.09 1.40
H -6.45 -3.40 -3.29
H 6.56 2.95 -3.34
H -2.23 0.94 -1.07
H 0.32 2.23 -0.84
H 2.33 2.22 4.37
H -4.67 -2.91 -5.33
H -0.98 -1.31 -1.33
H -2.85 -0.52 -3.15
H 4.39 2.90 -0.51
H 7.39 -1.04 -1.44
H -2.34 -2.63 -5.08
H -4.01 3.36 2.81
H -1.17 -1.19 -3.66
H -2.43 -3.77 -3.58
H -5.19 -4.83 -3.70
H -4.98 -3.76 -2.16
H -4.86 -1.57 -3.99
H 0.67 4.10 1.30
```

Summary:
energy = -73464.2863 eV
total charge = -1

The molecule's natural (NBO) atomic charges, reported in e, are given here: 2.159, 2.057, -0.909, -0.535, -0.910, -0.607, -0.641, -0.607, -0.479, -0.673, -0.960, -0.948, -0.645, -0.526, -1.088, -0.838, -0.639, 0.474, 0.319, -0.423, 0.460, -0.386, -0.236, 0.294, -0.353, 0.482, -0.221, -0.412, -0.226, -0.262, -0.366, -0.212, 0.471, -0.013, 0.303, -0.248, -0.661, 0.361, -0.370, 0.529, 0.245, 0.496, 0.269, 0.228, 0.254, 0.518, 0.204, 0.502, 0.239, 0.229, 0.237, 0.185, 0.406, 0.210, 0.248, 0.246, 0.193, 0.249, 0.197, 0.235, 0.188, 0.264, 0.222, 0.220

***

The following is a quantum chemistry calculation of a molecular structure, C23H25N2O2Yb at a distorted geometry, from the OMol25 dataset.

XYZ file:
```
53
Properties=species:S:1:pos:R:3
Yb 1.18 0.39 0.78
O 5.52 -1.04 1.42
O -1.09 -2.71 -2.42
N 3.28 -0.33 0.94
N -3.19 -1.87 -2.54
C 4.41 -0.70 1.17
C 0.73 2.74 -0.37
C -0.55 2.31 -0.82
C -3.75 -2.84 -1.58
C -1.30 0.96 -2.98
C -5.68 -0.26 0.49
C -0.35 1.34 -1.85
C -5.06 -0.89 -0.61
C 1.73 2.02 -1.08
C -1.25 -0.55 -3.46
C -4.98 -2.07 1.93
C -5.69 -0.88 1.74
C -4.34 -2.68 0.85
C -1.83 -1.77 -2.73
C -0.87 0.92 2.61
C -1.66 0.04 1.83
C 0.26 0.22 3.11
C 0.18 -1.11 2.59
C -4.41 -2.12 -0.43
C 1.06 1.11 -1.95
C -0.99 -1.22 1.80
C -0.79 1.79 -4.20
C -2.75 1.42 -2.72
H 0.24 1.51 -4.46
H -6.14 0.71 0.36
H 0.89 -1.91 2.80
H -3.39 1.10 -3.56
H -1.82 -0.55 -4.41
H -2.80 2.52 -2.67
H -1.42 1.63 -5.08
H -0.20 -0.80 -3.70
H 1.53 0.49 -2.69
H -1.40 -2.12 1.37
H 0.91 3.56 0.31
H -6.23 -0.43 2.57
H 1.10 0.66 3.64
H -1.14 1.94 2.86
H -4.46 -3.49 -2.11
H -4.90 -2.52 2.91
H -3.16 1.01 -1.80
H -3.79 -3.61 0.97
H -1.51 2.70 -0.50
H -3.73 -1.65 -3.37
H -5.11 -0.43 -1.60
H -2.94 -3.48 -1.19
H -0.79 2.87 -3.98
H 2.80 2.11 -0.93
H -2.63 0.25 1.40
```

Summary:
relative energy (zero: lowest compared OMol25 entry of this formula, charge and spin) = 23.7 kcal per mole
energy = -62862.0670 eV
multiplicity = 2

The molecule's natural (NBO) atomic charges, reported in e, are given here: 2.007, -0.559, -0.609, -1.032, -0.653, 0.846, -0.428, -0.293, -0.249, -0.047, -0.154, -0.078, -0.242, -0.437, -0.481, -0.202, -0.240, -0.214, 0.689, -0.332, -0.289, -0.462, -0.419, -0.027, -0.366, -0.320, -0.597, -0.615, 0.212, 0.205, 0.249, 0.202, 0.213, 0.215, 0.204, 0.236, 0.234, 0.238, 0.240, 0.217, 0.242, 0.233, 0.209, 0.218, 0.222, 0.213, 0.232, 0.397, 0.217, 0.241, 0.219, 0.254, 0.238